Entry from OMol25: a 2-piece molecular cluster, CH2ClFOS overall (ωB97M-V with the def2-TZVPD basis set).

XYZ file:
```
7
Properties=species:S:1:pos:R:3
C 1.063 -0.423 -0.824
O -2.412 -0.410 0.785
F 1.767 -1.293 -0.042
S -1.205 0.061 1.379
Cl -1.201 2.187 0.959
H 1.267 0.667 -0.569
H 0.719 -0.788 -1.686
```

Its total energy is -29188.6576 eV. Its frontier orbital gap (alpha / beta) is 0.32824 / 0.27398 Ha. As for the spin multiplicity: 1. Its energy relative to the best compared isomer or geometry (same formula, charge and spin) is 45.1 kcal per mole.